Molecular formula: C20H37Br4F6LiN2NaO9P
Method: DFT, ωB97M-V with the def2-TZVPD basis set

Geometry as XYZ:
```
81
C20H37Br4F6LiN2NaO9P, DFT ωB97M-V with the def2-TZVPD basis set
O 5.793 -5.251 -1.004
O -5.940 1.970 0.198
H -2.969 3.827 7.004
H -5.792 6.605 1.303
C 3.071 -3.763 -1.018
H -0.189 -6.654 0.287
Br 4.600 4.672 -2.845
H -0.599 1.618 -2.158
C -0.887 -4.030 0.809
Li -6.375 -0.138 0.188
H -3.659 6.842 2.266
H 3.306 -6.075 -0.298
N 0.590 -4.326 -1.240
C 1.813 -4.435 -0.377
F 3.061 -0.210 -1.765
C 3.147 5.923 -2.517
C 2.221 -5.933 -0.237
H -5.019 6.284 -0.450
H -1.030 4.803 2.297
F 4.766 -0.751 -1.219
H 0.240 4.120 0.952
H 5.377 -6.574 0.541
C 5.921 -5.660 0.249
H -0.655 -6.713 -1.422
H 2.458 -4.051 1.681
H 3.269 -4.167 -2.018
H -6.455 4.399 3.001
F 3.843 1.698 -2.414
C -3.583 5.990 1.434
Na -2.175 2.060 2.681
H 1.803 -6.544 -1.044
Br 3.766 7.532 -1.615
H 1.034 0.890 -2.395
F 5.529 1.189 -1.785
C 0.319 -4.251 1.714
H 3.965 -3.942 -0.406
F 5.537 -0.434 -3.212
O -2.484 3.432 6.264
H -2.068 -3.195 -1.565
O -4.657 3.204 -1.571
C -0.887 4.221 1.275
C -5.067 5.924 0.679
C -5.519 4.319 0.765
C 0.267 1.166 -1.669
O -6.775 1.362 2.552
F 3.813 0.022 -3.777
N 0.854 2.189 -0.761
H -1.780 -4.428 1.305
H 5.595 -4.966 1.043
H -1.320 3.130 1.464
O 0.906 1.914 0.443
H 0.184 -3.682 2.644
H -1.972 2.719 6.674
P 4.425 0.252 -2.362
C -5.288 3.183 -0.394
H -0.034 0.300 -1.076
H 2.977 -2.674 -1.099
O 0.499 -2.996 -1.688
H -1.094 5.170 -0.788
C -6.164 3.828 2.021
H -1.867 -6.503 -0.158
O 1.247 3.238 -1.284
H 0.384 -5.303 2.013
H 1.913 -6.366 0.718
H -2.880 -4.655 -1.042
H -2.571 4.084 -0.261
Br 2.167 6.338 -4.145
H 1.594 -2.711 0.951
H -1.053 -2.947 0.703
C -0.851 -6.218 -0.463
C -1.830 4.909 0.115
C 1.610 -3.807 1.031
C -1.945 -4.279 -1.475
C -6.344 2.232 1.605
H 2.445 5.427 -1.839
H 6.938 -5.906 0.599
H -3.459 4.980 2.045
Br 5.025 9.766 -2.086
O -2.458 6.181 0.504
H -1.859 -4.699 -2.483
C -0.717 -4.676 -0.592
```

Computed properties:
Highest occupied orbital energy, eV: -5.599
Kohn-Sham gap, eV: 1.213

Molecular formula: C4H11NOS
Method: DFT, ωB97M-V with the def2-TZVPD basis set

Geometry as XYZ:
```
18
C4H11NOS, DFT ωB97M-V with the def2-TZVPD basis set
C 0.017 -1.015 2.755
H 0.725 1.846 -2.426
H -0.593 -1.343 3.599
C -0.864 -0.936 1.554
H -1.771 1.068 -1.184
O 0.308 1.266 0.786
H -2.559 0.674 0.231
C 1.361 1.045 -2.058
H 0.411 -0.028 2.979
H 1.197 -1.104 -1.694
H 1.787 1.361 -1.105
S -0.333 0.064 0.284
H -0.277 -0.390 -2.477
H 2.190 0.911 -2.756
H 0.850 -1.718 2.663
H -1.207 -1.883 1.155
C 0.602 -0.221 -1.877
N -1.844 0.403 -0.429
```

Computed properties:
Highest occupied orbital energy (spin up / spin down), eV: -7.424 / -7.425
Kohn-Sham gap (spin up / spin down), eV: 7.448 / 7.450

Molecular formula: C2H4O3P
Method: DFT, ωB97M-V with the def2-TZVPD basis set

Geometry as XYZ:
```
10
C2H4O3P, DFT ωB97M-V with the def2-TZVPD basis set
O -0.446 -0.731 -2.348
C -0.222 -0.609 -1.143
O -0.475 -1.688 -0.316
H 0.944 1.267 -1.314
H 1.265 0.033 0.083
H -0.657 -1.478 0.653
P -0.702 1.180 1.245
H 0.797 1.588 1.902
C 0.532 0.536 -0.633
O -1.038 -0.098 1.871
```

Computed properties:
Highest occupied orbital energy, eV: -3.624
Kohn-Sham gap, eV: 7.923
Charge: -1

Molecular formula: C21H22ClFN4O2
Method: DFT, ωB97M-V with the def2-TZVPD basis set

Geometry as XYZ:
```
51
C21H22ClFN4O2, DFT ωB97M-V with the def2-TZVPD basis set
H 3.673 -0.197 2.348
C 1.922 1.024 2.119
O 0.004 -0.475 5.186
C -3.459 2.835 2.000
H -0.026 -1.786 1.606
H 1.468 1.694 1.389
C 3.189 0.370 1.542
H -0.461 -0.495 6.033
C -1.323 -2.520 -5.468
N -1.835 0.861 4.653
H -2.664 3.071 0.029
C -1.577 -1.249 -3.003
N 2.949 -0.546 0.454
H 3.884 1.141 1.207
F -3.387 -3.582 -5.075
H 3.987 0.521 -0.942
C -1.395 1.846 1.233
C 0.634 -0.969 1.309
C -2.424 -2.737 -4.659
H 1.533 1.476 -0.748
Cl -4.838 3.816 1.638
H 0.524 -1.444 -5.637
H -4.064 2.465 4.035
H -1.706 -0.733 -2.063
C -1.244 1.289 2.492
H 0.124 -0.382 0.546
H 1.777 -2.157 -0.112
H -3.454 -2.287 -2.843
H -1.249 -3.019 -6.421
C -3.332 2.295 3.264
H 1.374 -0.681 3.308
C -0.715 0.278 4.351
C -0.451 -1.024 -3.790
H 3.208 -0.941 -1.547
C -2.571 -2.107 -3.436
C 1.929 0.785 -1.498
C -2.210 1.515 3.505
C -2.515 2.622 0.998
C 1.957 -1.542 0.772
N -0.285 0.480 3.073
H 2.380 -2.192 1.550
C 3.069 -0.070 -0.898
N 0.855 -0.005 -2.052
H 0.382 -0.654 -1.446
C 0.929 -0.071 2.512
H 2.325 1.368 -2.332
H 2.187 1.617 2.996
C 0.647 -0.092 -3.390
C -0.342 -1.652 -5.028
H -0.676 1.701 0.442
O 1.294 0.538 -4.202
```

Computed properties:
Highest occupied orbital energy, eV: -8.440
SMILES string: O=C(NCCN1CCC(n2c(O)nc3cc(Cl)ccc32)CC1)c1ccc(F)cc1
Kohn-Sham gap, eV: 8.878

Molecular formula: C4H6Cl2N3
Method: DFT, ωB97M-V with the def2-TZVPD basis set

Geometry as XYZ:
```
15
C4H6Cl2N3, DFT ωB97M-V with the def2-TZVPD basis set
Cl -3.056 1.122 -0.299
H 1.610 2.705 -0.278
H 0.302 1.948 -1.285
H 1.045 0.849 1.268
C 0.703 0.979 0.328
N 0.869 2.086 -0.475
H -0.974 -2.919 1.005
Cl 2.833 -0.615 -0.286
H 1.646 -1.265 -0.012
C -0.958 -1.971 0.579
C -1.855 -0.096 0.047
N 0.140 -1.365 0.259
N -2.089 -1.310 0.441
H -0.043 -0.083 -1.181
C -0.172 -0.064 -0.109
```

Computed properties:
Highest occupied orbital energy, eV: -14.932
Kohn-Sham gap, eV: 8.962
Charge: +1

Molecular formula: C2H9N2
Method: DFT, ωB97M-V with the def2-TZVPD basis set

Geometry as XYZ:
```
13
C2H9N2, DFT ωB97M-V with the def2-TZVPD basis set
N -0.374 -0.284 1.204
H -1.023 2.180 -0.842
C 0.146 -1.483 0.553
H 0.524 -2.316 1.257
H 0.311 1.423 -1.484
H -1.387 -0.220 1.497
H 0.199 -2.220 -1.526
H -0.096 0.525 0.522
C 0.378 -1.482 -0.779
N -0.072 1.887 -0.718
H 0.687 -0.573 -1.091
H 0.520 2.673 -0.623
H 0.187 -0.109 2.030
```

Computed properties:
Highest occupied orbital energy (spin up / spin down), eV: -20.579 / -20.221
<S²>: 0.75
Kohn-Sham gap (spin up / spin down), eV: 8.832 / 5.626
Spin multiplicity: 2
Charge: +2

Molecular formula: C2H11NO2S2
Method: DFT, ωB97M-V with the def2-TZVPD basis set

Geometry as XYZ:
```
18
C2H11NO2S2, DFT ωB97M-V with the def2-TZVPD basis set
S 1.952 2.451 -0.613
N -0.695 -0.557 -1.663
H 3.103 0.599 0.770
H -0.468 1.972 -0.635
S 2.298 1.577 1.279
H -0.357 -1.481 -1.934
H -2.818 -1.597 1.170
H -1.006 -2.000 3.036
O -0.174 -1.721 3.409
H -1.958 -0.728 0.288
C 0.371 1.749 -1.281
H -1.195 -0.321 -2.519
C 0.523 0.211 -1.312
H -0.197 -0.770 3.208
H 0.735 -0.152 -0.293
H 1.443 -0.158 -1.756
O -1.959 -1.160 1.157
H 0.400 2.085 -2.313
```

Computed properties:
Highest occupied orbital energy, eV: -9.258
SMILES string: NCCSS.O.O
Kohn-Sham gap, eV: 9.712

Molecular formula: F2HPS
Method: DFT, ωB97M-V with the def2-TZVPD basis set

Geometry as XYZ:
```
5
F2HPS, DFT ωB97M-V with the def2-TZVPD basis set
F -0.849 -1.821 0.950
H -0.115 0.027 -0.200
P 0.541 -1.215 0.350
F 1.187 -0.696 1.739
S 1.534 -2.423 -0.734
```

Computed properties:
Highest occupied orbital energy, eV: -10.449
SMILES string: F[PH](F)=S
Kohn-Sham gap, eV: 11.051

Molecular formula: C3H6O2S
Method: DFT, ωB97M-V with the def2-TZVPD basis set

Geometry as XYZ:
```
12
C3H6O2S, DFT ωB97M-V with the def2-TZVPD basis set
H 2.582 0.018 -0.402
C -0.311 -1.320 0.304
H -0.198 -1.340 1.408
O 0.941 1.175 -0.310
H 1.685 0.004 1.215
H -0.196 1.309 1.375
H -0.694 -2.256 -0.044
O 0.957 -1.165 -0.306
S -1.461 -0.008 -0.184
C -0.319 1.318 0.309
C 1.592 0.006 0.109
H -0.761 2.288 -0.003
```

Computed properties:
Highest occupied orbital energy, eV: -9.183
SMILES string: C1OCSCO1
Kohn-Sham gap, eV: 10.107

Molecular formula: C48H51BCeN8O3S6Sb
Method: DFT, ωB97M-V with the def2-TZVPD basis set

Geometry as XYZ:
```
119
C48H51BCeN8O3S6Sb, DFT ωB97M-V with the def2-TZVPD basis set
C 0.503 -4.484 -2.128
H -4.455 -5.366 -0.088
N -0.820 -2.743 1.475
C 4.636 6.026 -0.782
C 0.546 3.345 -0.792
H -4.511 1.933 1.043
C 3.742 5.299 0.029
C 2.785 0.532 3.785
O -0.282 -2.807 0.288
C 1.542 -4.537 -1.218
H 5.526 6.994 -3.144
C 4.848 1.141 0.144
Sb -0.678 -2.743 -2.563
C -1.158 4.278 1.864
C -0.673 -2.590 -4.687
H -3.301 5.652 -0.831
C -2.470 -2.004 5.224
C 1.056 -2.679 5.205
C 1.765 -6.888 -1.681
H -3.980 3.328 -1.255
H 0.154 1.806 -2.236
C 0.742 -6.815 -2.611
S -2.845 4.593 1.216
N 6.131 3.353 2.026
O 4.069 6.848 -1.667
H -3.416 -1.617 5.541
C -2.609 4.847 -0.582
H -0.974 -1.484 6.767
C 6.475 4.951 0.331
H -0.538 2.382 2.732
C 4.140 1.048 1.354
C -4.790 1.774 2.084
Ce -0.114 -0.646 0.670
H -1.596 5.206 -0.749
C -6.011 -0.333 2.606
H 5.477 8.351 -1.974
B -3.504 -3.000 3.073
C -2.688 -3.245 -2.021
H -0.688 -5.536 -3.566
H 2.742 -0.688 -1.754
C -1.463 -3.331 -6.822
H 4.176 8.162 -3.174
H 0.206 4.344 -0.529
N -0.365 -2.567 5.027
C -0.336 2.700 -1.845
S 0.741 2.421 0.783
H 1.390 -3.675 4.917
H -4.215 -3.765 3.629
N 5.637 2.460 2.691
H 1.308 -2.503 6.248
C -1.047 -2.999 3.950
H -2.200 -4.071 -4.949
H -2.873 3.926 -2.504
H 2.289 0.333 4.723
H 0.927 -0.966 -7.172
C 0.202 -1.710 -5.306
H -0.517 3.400 -2.663
H -6.981 0.117 2.545
C 5.582 4.183 1.097
H -2.116 -4.732 -0.585
H -1.239 4.571 2.910
C -2.959 3.654 -1.451
H 5.791 1.667 0.105
C 0.109 -5.607 -2.837
H -5.845 -2.505 -2.945
S -0.247 -3.809 2.616
H -5.758 2.229 2.277
N 2.465 -0.316 0.243
C -0.584 -2.459 -7.445
C -0.774 2.811 1.755
C -5.294 -3.951 -1.461
C 2.956 0.269 1.366
N -4.862 0.373 2.386
S -0.047 -0.585 -2.040
C 3.153 -0.195 -0.879
H 2.973 -5.819 -0.279
C -5.645 -1.607 2.887
C 6.015 5.841 -0.608
C -2.939 -4.233 -1.084
C 4.573 1.647 2.584
H 1.557 -1.944 4.570
H 0.834 -1.065 -4.707
H 2.688 5.488 -0.095
H 1.853 -3.648 -0.676
H 4.345 1.671 4.697
C 4.195 4.385 0.940
S -1.958 2.135 -1.237
H -3.505 -1.852 -3.429
H 2.249 -7.834 -1.495
C 4.877 7.628 -2.533
C -1.507 -3.399 -5.440
N -2.328 -2.669 4.050
C -3.726 -2.613 -2.688
C 2.218 0.035 2.596
C -4.250 -4.584 -0.804
C -5.033 -2.972 -2.408
H -0.450 4.949 1.381
H -4.041 2.254 2.713
S -2.189 0.062 2.477
H -6.246 -2.460 3.123
H -1.605 2.245 1.322
C 3.939 1.279 3.776
H 4.889 0.559 -1.909
C 2.169 -5.754 -0.995
H -0.548 -2.411 -8.523
H 0.425 -7.692 -3.153
C -1.253 -1.935 5.838
O 1.121 -0.649 2.567
H 1.566 3.420 -1.175
N -4.283 -1.688 2.842
H -3.075 -3.378 2.032
H -6.313 -4.229 -1.244
C 4.356 0.512 -0.973
C -3.818 -0.475 2.519
H 6.723 6.400 -1.198
C 0.243 -1.646 -6.688
H 7.532 4.809 0.488
H 3.494 3.846 1.561
H -2.110 -3.966 -7.410
```

Computed properties:
Highest occupied orbital energy (spin up / spin down), eV: -10.754 / -10.793
<S²>: 0.77
Kohn-Sham gap (spin up / spin down), eV: 4.031 / 4.459
Spin multiplicity: 2
Charge: +2

Molecular formula: C5H11N
Method: DFT, ωB97M-V with the def2-TZVPD basis set

Geometry as XYZ:
```
17
C5H11N, DFT ωB97M-V with the def2-TZVPD basis set
H 1.061 0.876 -2.322
C -0.868 0.465 1.431
C 0.972 0.008 -0.387
C 0.112 -0.471 2.135
H 1.604 -0.832 -0.793
H -1.421 -0.316 -1.649
C 0.335 0.647 -1.586
H -1.911 0.371 1.618
H 1.036 -0.033 2.581
N -0.657 -0.135 -2.298
H -0.331 -1.114 -2.585
C -0.058 -0.512 0.636
H -0.508 1.491 1.474
H -0.626 -1.358 0.191
H -0.308 -1.338 2.656
H 1.717 0.693 0.126
H -0.149 1.557 -1.230
```

Computed properties:
Highest occupied orbital energy, eV: -9.273
SMILES string: NCCC1CC1
Kohn-Sham gap, eV: 10.455

Molecular formula: C29H23BBaF7N9O10S3
Method: DFT, ωB97M-V with the def2-TZVPD basis set

Geometry as XYZ:
```
83
C29H23BBaF7N9O10S3, DFT ωB97M-V with the def2-TZVPD basis set
N -1.742 3.369 -0.477
O 0.548 -2.332 -5.326
F 3.110 0.368 -6.590
H -5.268 1.386 -2.039
C -4.389 -2.815 1.821
C 3.747 -0.994 1.092
H -0.748 5.137 -1.519
H -2.423 -3.521 2.253
C 1.058 -0.960 3.151
C 2.644 -3.059 -3.974
C -2.995 -2.803 1.693
F 3.304 -2.947 -2.847
H -2.800 1.305 -2.191
H -1.208 3.687 -6.337
H 3.691 -2.080 1.052
C -3.166 -1.039 0.052
H 4.510 1.805 4.431
H 2.792 -2.341 3.184
N -0.975 -1.801 0.675
O 1.908 0.429 0.503
C 4.169 0.576 2.848
O 0.390 -2.145 -2.891
B -1.647 4.334 -1.693
C 2.984 1.262 -5.604
H -1.010 -3.654 3.828
F 4.044 2.086 -5.655
C 1.069 -0.398 4.605
N 1.670 -0.461 -4.239
C -2.471 3.675 0.612
H 1.023 0.693 4.618
O 4.931 1.237 2.171
C 2.590 -1.273 3.280
F 1.887 1.983 -5.820
C 3.453 0.262 5.218
N -2.568 -0.185 -0.817
H -0.811 0.991 1.394
Ba 0.416 0.354 -1.809
O 2.780 -0.885 -1.065
C -5.343 -0.173 -0.570
F 2.718 -1.932 5.607
H -0.944 1.242 -5.101
C 0.129 -0.989 5.602
H -6.422 -0.178 -0.462
C -5.188 -1.970 1.107
N -1.007 2.269 -0.241
O 2.642 1.488 -3.046
C -2.326 -1.928 0.834
C -1.129 2.212 -4.664
F 3.454 -2.802 -5.003
H -4.834 -3.524 2.512
H -3.129 4.528 0.603
C -4.719 0.678 -1.430
S 1.163 -1.957 -4.088
C -0.535 -2.107 5.323
N 3.537 -0.548 2.462
H -6.267 -1.977 1.209
H -2.620 2.691 2.588
C -1.257 3.456 -5.286
C 2.726 -0.439 0.100
H -1.579 5.402 -4.220
H -2.722 4.902 -1.760
C -2.196 2.749 1.600
S 2.947 0.418 -3.966
O 1.325 -2.696 0.732
N -1.212 2.339 -3.338
N 3.952 1.000 4.187
S 0.028 -2.833 1.338
H 0.865 -0.236 2.361
H -1.189 -2.551 6.064
N -1.406 3.642 -3.084
H 4.733 -0.664 0.773
O -0.476 -4.186 1.472
H 0.042 -0.508 6.569
O 3.638 0.538 6.385
C -3.318 0.630 -1.522
C -4.579 -1.070 0.207
C -1.265 1.892 1.007
O 4.187 -0.282 -3.878
C 0.213 -2.190 2.992
C 2.551 -0.856 4.763
F 2.207 -4.319 -4.099
C -0.458 -2.741 4.003
C -1.433 4.335 -4.233
```

Computed properties:
Highest occupied orbital energy, eV: -2.781
Kohn-Sham gap, eV: 6.900
Charge: -2

Molecular formula: CH5OS
Method: DFT, ωB97M-V with the def2-TZVPD basis set

Geometry as XYZ:
```
8
CH5OS, DFT ωB97M-V with the def2-TZVPD basis set
H -0.451 -3.190 -0.473
H 0.643 -0.619 -0.188
S -1.028 -1.979 -0.471
C 0.128 1.187 0.235
O 1.120 0.249 -0.099
H 0.611 2.060 0.693
H -0.594 0.782 0.953
H -0.430 1.509 -0.650
```

Computed properties:
Highest occupied orbital energy, eV: -2.908
Kohn-Sham gap, eV: 7.276
Charge: -1